Below is one molecule with the formula C19H21N5O2S, with properties calculated with the ωB97M-V functional and the def2-TZVPD basis.

Geometry as XYZ:
```
48
Properties=species:S:1:pos:R:3
C -3.46 -4.51 0.65
O -4.35 -3.43 0.60
C -3.87 -2.18 0.32
C -2.53 -1.88 0.08
C -2.15 -0.58 -0.20
C -3.09 0.44 -0.24
N -2.63 1.73 -0.53
C -3.34 2.89 -0.58
O -4.53 3.01 -0.43
C -2.45 4.09 -0.89
S -1.42 4.59 0.54
C -0.02 3.59 0.31
N 0.08 2.63 -0.59
N 1.34 2.17 -0.40
C 1.93 2.86 0.60
C 3.31 2.59 1.10
N 3.54 1.20 1.42
C 3.58 0.22 0.45
C 3.91 0.48 -0.88
C 3.99 -0.56 -1.79
C 3.73 -1.87 -1.40
C 3.40 -2.15 -0.08
C 3.15 -3.56 0.35
C 3.32 -1.11 0.83
N 1.09 3.76 1.06
C -4.43 0.14 0.00
C -4.81 -1.15 0.27
H -2.95 -4.66 -0.31
H -2.71 -4.37 1.44
H -4.06 -5.38 0.88
H -1.77 -2.65 0.10
H -1.11 -0.36 -0.38
H -1.63 1.82 -0.68
H -3.09 4.95 -1.09
H -1.78 3.90 -1.72
H 1.71 1.41 -0.96
H 3.45 3.19 2.01
H 4.04 2.93 0.36
H 3.12 0.90 2.29
H 4.13 1.48 -1.21
H 4.25 -0.35 -2.82
H 3.79 -2.67 -2.12
H 2.65 -3.59 1.31
H 2.53 -4.08 -0.38
H 4.09 -4.10 0.43
H 3.07 -1.31 1.86
H -5.17 0.93 -0.03
H -5.84 -1.40 0.46
```

Calculated values
- frontier orbital gap (eV) = 8.123
- energy above the lowest of the compared OMol25 structures with the same formula, charge and spin (kcal/mol) = 22.1
- DFT total energy (eV) = -42425.177
- SMILES = COc1ccc(NC(=O)CSc2n[nH]c(CNc3cccc(C)c3)n2)cc1

Here are the Löwdin charges for atoms 1 to 6, given in e:
1 C -0.10
2 O -0.09
3 C -0.28
4 C -0.03
5 C -0.02
6 C -0.22

=====

Below is one molecule with the formula C19H21NO6 at a distorted geometry, with properties calculated with the ωB97M-V functional and the def2-TZVPD basis.

Geometry as XYZ:
```
47
Properties=species:S:1:pos:R:3
C -1.63 -4.36 -3.44
C -1.10 -2.97 -3.14
C -1.57 -1.88 -3.87
C -1.20 -0.51 -3.49
O -1.77 0.37 -4.14
O -0.37 -0.30 -2.45
C 0.18 -1.36 -1.80
C 1.02 -1.04 -0.72
C 1.43 -2.00 0.16
C 1.09 -3.34 -0.08
C 0.31 -3.71 -1.17
C -0.16 -2.70 -2.04
O 2.18 -1.74 1.26
C 2.76 -0.42 1.39
C 1.75 0.67 1.04
C 2.43 2.08 1.23
O 3.70 2.25 0.53
C 0.49 0.59 1.93
N -0.47 1.69 1.85
C -1.31 1.86 3.03
C -1.83 3.31 3.07
O -2.54 3.68 1.86
C -1.79 3.43 0.66
C -1.30 1.95 0.63
C 1.35 0.39 -0.41
O 1.61 1.20 -1.31
H -2.19 -4.70 -2.57
H -2.24 -4.39 -4.37
H -0.77 -5.02 -3.60
H -2.30 -2.02 -4.66
H 1.42 -4.12 0.65
H 0.06 -4.73 -1.34
H 3.13 -0.24 2.38
H 3.66 -0.30 0.75
H 2.57 2.25 2.30
H 1.76 2.89 0.90
H 3.57 2.22 -0.43
H 0.85 0.49 2.95
H -0.09 -0.37 1.75
H -0.77 1.61 3.95
H -2.16 1.12 3.00
H -0.99 4.03 3.21
H -2.48 3.51 3.90
H -0.94 4.11 0.52
H -2.48 3.49 -0.18
H -2.16 1.27 0.60
H -0.76 1.81 -0.28
```

Calculated values
- frontier orbital gap (eV) = 8.257
- energy above the lowest of the compared OMol25 structures with the same formula, charge and spin (kcal/mol) = 69.8
- DFT total energy (eV) = -33817.342
- SMILES = Cc1cc(=O)oc2c3c(ccc12)OC[C@](CO)(CN1CCOCC1)C3=O

Here are the Löwdin charges for atoms 1 to 6, given in e:
1 C -0.04
2 C -0.18
3 C 0.06
4 C -0.42
5 O 0.08
6 O 0.15

=====

Below is an isolated ion of composition C19H21O6 and charge -1 at a distorted geometry, with properties calculated with the ωB97M-V functional and the def2-TZVPD basis.

Geometry as XYZ:
```
46
Properties=species:S:1:pos:R:3
C 1.66 2.12 -2.32
C 1.41 0.92 -1.46
O 2.23 0.62 -0.61
C 0.16 -0.03 -1.76
C 0.60 -1.04 -2.84
C -1.06 0.84 -2.44
C -2.39 0.07 -2.45
O -0.82 1.68 -3.29
C -0.25 -0.70 -0.59
C -0.65 0.19 0.51
C -1.21 -0.46 1.69
O -1.42 -1.65 1.77
O -1.57 0.34 2.74
C -1.42 1.78 2.62
C -0.01 2.23 2.95
C -2.44 2.32 3.62
O -1.74 2.18 1.27
C -1.26 1.44 0.25
O -1.42 1.92 -0.90
C 0.79 -1.72 -0.03
C 1.74 -1.35 0.92
C 2.67 -2.29 1.39
C 2.69 -3.58 0.87
C 1.74 -3.95 -0.09
C 0.76 -3.04 -0.49
H 0.80 2.80 -2.28
H 2.55 2.61 -1.90
H 1.84 1.82 -3.37
H -0.14 -1.85 -2.96
H 0.73 -0.56 -3.81
H 1.54 -1.52 -2.54
H -2.25 -0.92 -2.92
H -2.83 -0.04 -1.46
H -3.09 0.64 -3.08
H -1.15 -1.28 -0.82
H 0.71 1.82 2.24
H 0.03 3.33 2.93
H 0.25 1.89 3.97
H -3.43 1.90 3.41
H -2.15 2.00 4.63
H -2.50 3.41 3.62
H 1.78 -0.33 1.29
H 3.37 -1.96 2.16
H 3.42 -4.30 1.24
H 1.74 -4.95 -0.51
H -0.04 -3.34 -1.18
```

Calculated values
- frontier orbital gap (eV) = 7.545
- energy above the lowest of the compared OMol25 structures with the same formula, charge and spin (kcal/mol) = 0.0
- DFT total energy (eV) = -32330.316
- total charge = -1
- SMILES = CC(=O)C(C)(C(C)=O)[C@H](C1=C([O-])OC(C)(C)OC1=O)c1ccccc1

Here are the Löwdin charges for atoms 1 to 6, given in e:
1 C -0.01
2 C -0.31
3 O 0.07
4 C -0.31
5 C -0.01
6 C -0.46

=====

Below is one molecule with the formula C19H22BCl3N2O7P2 at a distorted geometry, with properties calculated with the ωB97M-V functional and the def2-TZVPD basis.

Geometry as XYZ:
```
56
Properties=species:S:1:pos:R:3
H -2.31 -3.68 -3.95
N -2.14 -4.69 -3.74
C -2.15 -4.94 -2.39
C -2.43 -3.76 -1.29
C -1.62 -2.34 -1.59
C -2.33 -1.08 -2.06
P -4.23 -1.00 -2.35
O -4.48 0.22 -3.36
O -4.90 -2.44 -3.07
O -4.97 -0.53 -0.83
C -1.39 0.28 -2.28
O -1.59 1.15 -3.29
C -0.16 0.45 -1.16
C 0.30 1.90 -0.53
C -0.50 3.24 -1.07
B 0.34 3.84 -2.36
O 1.74 3.44 -2.69
O -0.30 4.84 -3.28
C 1.50 1.89 0.61
C 1.95 3.34 1.31
C 0.64 3.82 2.22
C 0.77 3.44 3.81
Cl -0.94 3.54 4.60
C 2.29 0.50 1.09
P 3.69 0.47 2.40
N 5.13 0.46 1.67
C 1.84 -0.96 0.45
C 2.55 -2.41 0.86
Cl 3.85 -3.19 -0.28
C 2.20 -3.17 2.08
C 1.03 -2.58 3.13
Cl 3.08 -4.81 2.43
C 0.61 -0.94 -0.64
C 0.03 -2.36 -1.31
O 0.80 -3.40 -1.65
H -1.98 -6.05 -1.98
H -2.00 -4.15 -0.25
H -3.59 -3.56 -1.07
H -5.67 -2.76 -2.51
H -5.73 -1.15 -0.59
H -1.60 2.93 -1.39
H -0.62 4.08 -0.26
H 1.68 2.48 -2.99
H -1.07 4.41 -3.78
H 2.17 4.12 0.46
H 2.88 3.22 2.02
H -0.38 3.33 1.83
H 0.52 4.98 2.01
H 1.40 4.28 4.36
H 1.28 2.41 4.04
H 3.48 -0.77 3.17
H 3.49 1.55 3.33
H 5.57 -0.46 1.98
H 0.04 -2.29 2.58
H 0.77 -3.50 3.83
H 1.44 -1.65 3.73
```

Calculated values
- frontier orbital gap (eV) = 6.564
- DFT total energy (eV) = -94177.215
- SMILES = [H]/N=C\CC1=C(P(=O)(O)O)C(=O)c2c(CB(O)O)c(CCCCl)c([PH2]=N)c(/C(Cl)=C(\C)Cl)c2C1=O

Here are the Löwdin charges for atoms 1 to 6, given in e:
1 H 0.03
2 N 0.06
3 C -0.17
4 C -0.14
5 C -0.06
6 C -0.09

=====

Below is one molecule with the formula C19H22ClFN4O2S at a distorted geometry, with properties calculated with the ωB97M-V functional and the def2-TZVPD basis.

Geometry as XYZ:
```
50
Properties=species:S:1:pos:R:3
C -6.11 -1.67 -0.27
C -5.45 -0.34 -0.16
C -6.08 0.86 -0.02
S -4.94 2.15 0.07
C -3.67 0.95 -0.09
C -2.23 1.36 -0.08
N -1.33 0.26 -0.31
C -1.39 -0.32 -1.64
C -0.69 -0.26 0.76
O -0.79 0.24 1.87
C 0.20 -1.46 0.52
C 1.55 -1.07 -0.18
C 1.86 -2.16 -1.20
O 1.14 -2.33 -2.17
N 2.90 -2.96 -0.95
C 3.86 -2.80 0.11
C 3.21 -2.03 1.26
N 2.66 -0.82 0.70
C 2.49 0.30 1.61
C 2.42 1.59 0.84
C 1.33 2.43 0.96
C 1.24 3.61 0.24
C 2.27 3.94 -0.62
F 2.19 5.08 -1.33
C 3.38 3.13 -0.76
C 3.45 1.96 -0.03
Cl 4.85 0.97 -0.20
N -4.10 -0.25 -0.20
H -7.19 -1.57 -0.21
H -5.84 -2.14 -1.21
H -5.77 -2.31 0.54
H -7.13 1.07 0.04
H -2.07 2.14 -0.84
H -1.99 1.78 0.90
H -2.32 -0.89 -1.75
H -0.55 -0.97 -1.85
H -1.39 0.49 -2.37
H -0.32 -2.21 -0.08
H 0.42 -1.89 1.50
H 1.38 -0.15 -0.75
H 3.11 -3.64 -1.67
H 4.73 -2.23 -0.25
H 4.20 -3.78 0.44
H 2.45 -2.67 1.75
H 3.97 -1.78 2.00
H 1.60 0.20 2.25
H 3.38 0.32 2.26
H 0.53 2.15 1.64
H 0.39 4.27 0.34
H 4.18 3.42 -1.43
```

Calculated values
- frontier orbital gap (eV) = 9.307
- energy above the lowest of the compared OMol25 structures with the same formula, charge and spin (kcal/mol) = 0.0
- DFT total energy (eV) = -56191.858
- SMILES = Cc1csc(CN(C)C(=O)C[C@@H]2C(=O)NCCN2Cc2ccc(F)cc2Cl)n1

Here are the Löwdin charges for atoms 1 to 6, given in e:
1 C -0.04
2 C -0.44
3 C -0.37
4 S 1.03
5 C -0.55
6 C -0.16